69
Properties=species:S:1:pos:R:3:forces:R:3 method="wB97M-V/def2-TZVPD" homo_lumo_gap_ev=7.8 total_charge=+3
Ga -0.67854 -0.65730 -1.55493 -1.46 0.80 1.41
P -0.04832 -2.79203 -2.06674 0.15 -1.51 -0.50
P -0.54264 -0.33574 0.86082 -0.60 -0.27 0.13
P 3.31650 3.08784 -0.45717 -0.45 0.54 -0.18
H -0.96457 1.88580 -2.85729 0.86 0.30 0.15
C 0.11640 1.85573 -2.64786 0.98 2.74 -1.90
C 0.57301 0.78411 -1.73380 1.33 0.68 -0.10
H 1.46805 0.29073 -2.13990 0.07 0.44 0.18
C -1.45586 -3.85847 -2.44338 -0.39 0.06 0.01
C 0.79774 -3.61690 -0.68466 0.12 0.29 0.23
C 1.08154 -2.93694 -3.47752 0.07 0.28 -0.02
C -1.08079 1.33442 1.35280 -0.12 0.06 0.00
C -1.56862 -1.46074 1.83030 0.02 -0.16 0.40
C 1.13581 -0.48661 1.55374 0.23 -0.16 -0.08
C 4.72141 4.11918 -0.88890 0.39 0.17 -0.20
C 3.84031 1.39698 -0.80719 0.17 -0.50 -0.13
C 3.07968 3.27674 1.31548 -0.02 -0.10 0.53
H 0.67814 1.85867 -3.60035 -0.61 -0.34 0.27
H 0.85202 1.21319 -0.75561 -0.23 -0.45 -0.24
H -1.56860 -3.93286 -3.53211 -0.04 -0.04 0.26
H -2.36751 -3.43140 -2.00511 0.24 -0.29 -0.14
H -1.26443 -4.84974 -2.01332 -0.12 0.19 -0.23
H 0.29281 -3.42611 0.27219 0.11 -0.14 -0.27
H 1.83903 -3.27480 -0.61383 -0.24 -0.14 -0.01
H 0.77553 -4.69467 -0.89829 0.12 0.28 0.10
H 0.58266 -2.57231 -4.38422 0.15 -0.11 0.16
H 1.35502 -3.99353 -3.60792 -0.08 0.27 0.04
H 1.98840 -2.34421 -3.30236 -0.17 -0.18 -0.09
H -1.17732 1.35130 2.44858 0.06 0.05 -0.27
H -2.05415 1.57600 0.90379 0.26 -0.05 0.12
H -0.36307 2.10564 1.04015 -0.20 -0.22 0.05
H -1.13976 -1.51574 2.83972 -0.35 -0.11 -0.13
H -1.59304 -2.46259 1.38094 -0.04 0.29 0.20
H -2.59120 -1.06715 1.88607 0.23 -0.18 -0.01
H 1.03468 -0.82753 2.59329 0.15 0.14 -0.24
H 1.65049 0.48441 1.54508 -0.19 -0.30 -0.03
H 1.73720 -1.21907 0.99684 -0.13 0.20 0.23
H 5.07055 4.61672 0.02339 0.06 0.02 -0.37
H 4.43402 4.86221 -1.63655 0.18 -0.01 0.11
H 5.52324 3.48288 -1.28966 -0.17 0.38 0.08
H 4.93386 1.39982 -0.90353 -0.28 -0.15 0.08
H 3.41187 1.03376 -1.74833 0.19 0.12 0.20
H 3.56011 0.71677 0.00511 0.03 0.11 -0.20
H 3.82790 3.99779 1.67224 -0.33 -0.28 0.17
H 3.22401 2.31201 1.82339 -0.02 0.40 0.02
H 2.07319 3.66557 1.52134 0.30 -0.11 0.07
C -0.75888 4.23662 -1.22800 -0.86 0.64 0.93
C -0.63848 5.19783 -0.20006 -0.15 -0.53 -0.57
C -1.75985 5.55508 0.55748 0.16 0.12 0.17
C -2.98467 4.92504 0.34474 -0.23 -0.28 -0.19
C -3.11393 3.96235 -0.66862 0.22 0.39 0.31
C -2.01892 3.65662 -1.46066 0.38 -0.03 -0.06
S 0.64033 3.87515 -2.25640 -2.19 -2.22 -0.94
H 1.94372 3.59396 -1.19954 1.28 -0.86 0.58
H 0.33004 5.66796 -0.04110 -0.23 0.07 0.09
H -1.67058 6.34293 1.32107 -0.04 -0.50 -0.42
H -3.85918 5.18210 0.94175 0.30 0.05 -0.09
H -4.07128 3.47130 -0.87781 0.32 0.36 0.14
H -2.15307 2.95959 -2.27596 -0.15 0.20 0.10
N -5.83083 -0.92660 -0.85300 -0.73 0.40 -0.03
C -4.89051 0.08399 -1.43252 -0.32 -0.19 -0.05
C -3.55754 -0.61151 -1.39579 1.67 -0.90 0.04
O -3.49887 -1.74816 -0.88381 0.17 1.22 -0.48
O -2.56079 0.03315 -1.91024 0.30 -0.75 0.52
H -5.21676 -1.76326 -0.65618 -0.32 0.23 -0.01
H -6.59446 -1.14831 -1.50067 0.15 -0.16 0.16
H -6.26311 -0.57729 0.00755 0.04 -0.25 -0.07
H -5.16811 0.32270 -2.45917 -0.01 0.04 0.09
H -4.89459 0.99324 -0.83111 0.07 -0.07 -0.10


16
Properties=species:S:1:pos:R:3:forces:R:3 method="wB97M-V/def2-TZVPD" homo_lumo_gap_ev=9.6 total_charge=0 smiles=CCS.CSS
C 1.08631 1.14685 -1.90797 0.37 2.06 0.12
C 1.59692 1.58864 -3.30102 -0.64 -0.56 0.36
S 2.91270 2.84477 -3.26853 -0.10 -0.32 -0.14
H 0.06166 1.50821 -1.90999 -0.58 -1.24 0.29
H 1.33294 0.13874 -1.60737 -0.53 -0.28 -0.21
H 1.45666 1.80844 -1.11619 0.56 -0.14 -0.14
H 0.74899 2.04717 -3.80062 0.09 0.14 -0.13
H 1.80016 0.68833 -3.87997 0.60 0.20 -0.14
H 2.41770 3.50511 -4.32054 0.22 0.14 -0.02
C -1.27348 -1.51658 4.00245 -0.72 -0.16 -0.36
S -3.04677 -1.67740 3.51450 0.64 -0.18 -0.47
S -3.09598 -3.72485 3.32579 -0.35 -0.09 0.19
H -0.58136 -2.04440 3.35404 -0.29 -0.23 -0.24
H -0.99613 -0.46561 3.95015 -0.16 0.06 0.56
H -1.30450 -1.98775 4.97401 0.75 0.43 0.39
H -3.11582 -3.85967 1.99126 0.13 0.18 -0.07


12
Properties=species:S:1:pos:R:3:forces:R:3 method="wB97M-V/def2-TZVPD" homo_lumo_gap_ev=10.9 total_charge=+1 smiles=[NH3+]CCO
N -0.74340 0.48230 -1.64097 1.83 -3.46 1.61
C -0.46169 0.52072 -0.12073 -1.17 0.96 2.50
C 0.30478 -0.69729 0.38276 -0.46 -1.11 1.34
O 1.01663 -0.27188 1.52176 0.06 1.42 -0.66
H -1.39148 -0.34934 -1.93110 1.38 2.03 0.59
H 0.26952 0.26632 -1.95008 -2.15 0.58 -0.38
H -1.07006 1.36468 -1.94486 -0.48 1.09 -0.82
H -1.40122 0.60988 0.61348 1.53 -0.17 -2.39
H 0.13306 1.42228 0.19641 -0.40 -0.65 -1.18
H -0.47648 -1.42149 0.69077 0.60 -0.11 -0.41
H 1.07798 -1.20331 -0.19580 -0.47 0.23 -1.15
H 0.87088 -0.83065 2.26180 -0.25 -0.82 0.95


11
Properties=species:S:1:pos:R:3:forces:R:3 method="wB97M-V/def2-TZVPD" homo_lumo_gap_ev=10.0 total_charge=+1
N 1.09195 -0.81010 1.78041 -0.14 1.17 -1.12
H 2.09721 -0.67755 1.67544 0.07 -0.49 0.16
H 0.74874 -0.13483 2.45839 -0.08 -0.05 0.26
H 0.60834 -0.55531 0.84700 0.19 0.16 0.49
H 0.78433 -1.73384 2.00906 0.22 -0.89 0.48
C -0.95614 0.48542 -1.95606 0.89 0.03 0.16
S -0.92501 0.37425 -0.14537 -0.44 0.30 0.04
H -0.90623 -0.54928 -2.27626 -0.43 -0.11 -0.15
H -1.82055 1.01905 -2.32723 -0.16 -0.12 0.07
H -0.03266 0.93139 -2.31085 -0.05 0.26 -0.02
H -0.68999 1.65081 0.24548 -0.05 -0.26 -0.38


7
Properties=species:S:1:pos:R:3:forces:R:3 method="wB97M-V/def2-TZVPD" homo_lumo_gap_ev=7.0 total_charge=-1 smiles="[O-]C(=S)NO"
O -0.51642 1.64081 -0.14315 1.02 1.45 0.42
C -0.68525 0.46704 -0.01757 -4.19 -3.52 -1.22
S -2.42033 -0.54619 -0.15965 2.18 1.50 0.51
N 0.22727 -0.50844 -0.00067 2.65 0.92 -0.08
O 1.66251 -0.20898 -0.08689 -1.36 -0.92 -0.26
H 0.11962 -1.47719 0.07900 -0.85 -0.98 0.10
H 1.61261 0.63297 0.32893 0.55 1.55 0.53


13
Properties=species:S:1:pos:R:3:forces:R:3 method="wB97M-V/def2-TZVPD" homo_lumo_gap_ev=8.5 total_charge=+1
C -0.94338 -1.61585 0.29601 1.43 -1.08 2.15
C -1.61589 -1.01043 -0.76437 -1.01 -1.36 -0.95
C 1.15836 1.69778 -0.40749 -2.63 1.73 1.34
N 1.25591 0.09022 1.38819 0.01 1.07 -0.42
N 1.42293 -0.65568 2.19799 1.61 -1.58 2.24
N 0.68631 0.76040 0.59489 -1.40 0.39 -0.87
S -0.19222 -2.26643 1.41245 -0.98 -0.36 -0.72
H -1.96739 -0.07162 -0.35782 -0.17 0.57 -0.64
H -0.83458 -1.00054 -1.54623 -0.65 0.66 -0.17
H -2.46012 -1.71225 -1.05960 0.80 1.04 0.09
H 2.07923 2.17486 -0.08264 0.08 0.02 -0.41
H 1.17437 1.13400 -1.31892 0.36 0.37 -0.80
H 0.23646 2.47556 -0.35245 2.56 -1.46 -0.82


34
Properties=species:S:1:pos:R:3:forces:R:3 method="wB97M-V/def2-TZVPD" s2=8.757 homo_lumo_gap_ev="9.7 / 8.6" spin_multiplicity=6 total_charge=0
Fe 0.70491 0.21916 -0.17982 1.11 0.09 0.47
C 2.21084 0.55396 3.67915 -0.26 -0.56 -0.84
C 1.55885 0.56289 2.31149 -0.83 0.51 -4.12
O 0.64300 -0.16259 1.85203 -2.81 -3.98 2.99
O 1.86218 1.26255 1.28518 3.49 2.68 1.09
H 2.06530 -0.38610 4.21136 -0.42 -0.07 -0.32
H 1.79487 1.33952 4.30999 0.46 0.24 -0.21
H 3.27933 0.59001 3.46670 -0.01 0.70 0.36
C 3.34010 -2.61389 -1.29390 1.25 -0.85 -1.93
C 2.31799 -1.59745 -1.07862 -1.01 2.38 2.08
O 2.54652 -0.37958 -1.02952 3.36 3.10 -0.80
O 1.13790 -1.74550 -0.70565 -2.96 -3.86 0.31
H 2.96771 -3.28143 -2.07096 -0.25 -0.84 0.67
H 3.80018 -3.07372 -0.41927 -0.95 -0.25 0.18
H 4.22640 -2.25649 -1.81815 -0.13 0.94 0.11
C -0.63302 3.04341 -2.78462 1.65 0.79 -0.87
C -0.06960 2.04035 -1.80410 -1.98 -2.01 1.48
O -0.06103 2.07942 -0.55888 -0.71 4.72 3.62
O 0.23352 0.86153 -2.05321 0.98 -2.45 -5.42
H -0.43696 4.08800 -2.54280 0.08 -0.15 0.69
H -1.66284 3.04621 -3.14177 -0.13 -0.92 0.72
H -0.03069 2.90595 -3.68262 -0.06 -0.18 -0.23
C -2.96088 -2.61560 -0.97421 0.06 -0.76 0.19
O -3.29527 -1.68873 0.07171 0.81 2.86 -0.35
C -2.51152 -0.57570 0.29107 1.77 -1.88 1.72
O -1.33324 -0.48193 -0.07192 -2.38 0.11 -0.44
O -3.07240 0.15530 1.26018 -0.86 -0.86 -1.26
C -2.57651 1.40198 1.68968 1.03 1.59 0.06
H -3.91089 -2.90238 -1.42515 0.05 -0.07 0.19
H -2.50142 -3.45969 -0.45991 -0.06 -0.14 -0.26
H -2.29652 -2.31809 -1.78550 0.12 0.76 0.46
H -3.26374 2.22696 1.50202 -0.64 -0.47 -0.21
H -1.67340 1.74497 1.18486 0.23 -0.61 -0.07
H -2.39967 1.41670 2.76515 0.01 -0.56 -0.08


11
Properties=species:S:1:pos:R:3:forces:R:3 method="wB97M-V/def2-TZVPD" homo_lumo_gap_ev=9.3 total_charge=0
O -0.27245 -1.37906 1.09306 -0.97 0.30 -0.22
C 0.46218 -0.43539 0.40021 1.29 -1.29 -0.42
C 0.32722 -0.24495 -1.12999 -0.01 -1.05 -1.18
O 0.26128 1.19100 -0.95710 0.57 -0.17 -0.69
C 0.17760 0.98456 0.35043 -5.20 4.08 4.25
H -1.21747 -1.14526 0.95329 0.60 -0.11 0.23
H 1.50267 -0.58975 0.69927 0.05 -0.16 -0.13
H 1.14795 -0.53161 -1.79208 -0.07 0.00 0.13
H -0.62945 -0.61595 -1.51973 0.08 0.04 0.14
H -0.32812 1.73191 1.10008 2.67 -0.56 -1.12
H -1.43141 1.03452 0.80254 0.99 -1.08 -0.99